Entry 1:
A molecular structure, C8H18N2 in a non-equilibrium geometry. Source: the OMol25 dataset; level of theory: ωB97M-V with the def2-TZVPD basis set.

Computed properties:
- Electronic energy: -424.9506 a.u.
- ΔE to the lowest compared entry with this formula, charge and spin: 473.5 kJ/mol
- HOMO-LUMO gap: 7.98 eV
- HOMO: -0.2554 Ha
- LUMO level: 1.03 eV

The geometry in XYZ format:
```
28
C8H18N2, DFT ωB97M-V with the def2-TZVPD basis set
C -0.55 2.00 -0.28
C 1.79 -2.50 0.37
C -0.56 -0.38 1.86
C 0.57 -0.01 -2.01
C 0.31 2.77 0.69
C -2.03 2.06 -0.01
N 0.37 -2.27 0.16
C -0.15 -0.48 0.44
C 0.09 0.17 -0.63
N -0.14 -2.94 -0.96
H -0.35 2.34 -1.30
H 0.55 -3.33 -1.60
H -0.78 -3.68 -0.68
H 2.11 -2.03 1.31
H 2.40 -2.10 -0.45
H 2.01 -3.58 0.45
H 0.00 0.39 2.40
H -1.63 -0.20 1.95
H -0.36 -1.33 2.36
H -0.22 0.22 -2.73
H 1.43 0.63 -2.21
H 0.88 -1.05 -2.18
H 0.11 2.49 1.73
H -2.59 1.40 -0.68
H -2.28 1.82 1.03
H 0.09 3.85 0.64
H 1.37 2.66 0.48
H -2.43 3.08 -0.19
```

Results of the natural (NBO) charge analysis, in e, for atoms 1 through 8: number 1, C, carries -0.17; number 2, C, carries -0.43; number 3, C, carries -0.69; number 4, C, carries -0.66; number 5, C, carries -0.64; number 6, C, carries -0.64; number 7, N, carries -0.36; number 8, C, carries 0.19

Entry 2:
A molecular structure, C25H33BiO2 in a non-equilibrium geometry. Source: the OMol25 dataset; level of theory: ωB97M-V with the def2-TZVPD basis set.

Computed properties:
- Electronic energy: -1337.2277 a.u.
- HOMO-LUMO gap: 6.37 eV
- HOMO: -0.2687 Ha
- LUMO level: -0.94 eV

The geometry in XYZ format:
```
61
C25H33BiO2, DFT ωB97M-V with the def2-TZVPD basis set
O -0.17 -0.30 -3.25
C -0.57 0.81 -4.20
C -0.11 0.08 -5.41
H -0.03 1.75 -4.09
H -1.66 0.99 -4.12
C -0.06 -1.13 -4.47
H 0.89 0.34 -5.72
H -0.82 0.07 -6.24
C 1.27 -1.84 -4.62
H 2.08 -1.15 -4.34
H 1.40 -2.10 -5.69
H 1.30 -2.75 -4.02
C -1.29 -2.03 -4.53
H -2.18 -1.40 -4.43
H -1.24 -2.73 -3.69
H -1.34 -2.58 -5.48
Bi -0.30 -0.43 1.35
C -2.78 -1.50 3.47
C -2.21 -0.22 3.62
C -2.39 0.50 2.38
H -1.79 0.20 4.52
C -3.10 -0.38 1.49
C -3.37 -1.58 2.18
H -3.98 -2.41 1.81
H -2.76 -2.28 4.22
H -2.19 1.56 2.23
H -3.47 -0.08 0.51
C 0.63 -2.59 3.82
C -0.11 -3.51 3.03
C 0.27 -3.37 1.67
H -0.82 -4.24 3.43
C 1.32 -2.35 1.62
C 1.51 -1.87 2.97
H 2.26 -1.14 3.28
H 0.57 -2.46 4.90
H -0.06 -3.95 0.81
H 1.96 -2.09 0.77
O 1.84 1.60 -2.74
C 1.30 0.77 -1.66
C -0.12 1.24 -1.31
H 1.94 1.00 -0.76
H 1.44 -0.30 -1.88
C -0.03 2.70 -1.63
H -0.41 1.07 -0.26
H -0.91 0.82 -1.93
C 1.26 2.88 -2.46
H 0.07 3.21 -0.65
H -0.88 3.09 -2.21
H 1.99 3.45 -1.88
H 1.03 3.43 -3.39
C 1.76 2.80 4.75
C 1.15 1.58 5.09
C 0.66 0.77 4.06
C 0.71 1.17 2.73
C 1.33 2.38 2.37
C 1.86 3.19 3.41
H 2.17 3.43 5.54
H 1.08 1.26 6.13
H 0.27 -0.20 4.39
H 1.44 2.70 1.34
H 2.36 4.13 3.16
```

Results of the natural (NBO) charge analysis, in e, for atoms 1 through 8: number 1, O, carries -0.59; number 2, C, carries -0.07; number 3, C, carries -0.47; number 4, H, carries 0.20; number 5, H, carries 0.18; number 6, C, carries 0.28; number 7, H, carries 0.21; number 8, H, carries 0.21

Entry 3:
A single C4H2FNO molecule in a non-equilibrium geometry. Source: the OMol25 dataset; level of theory: ωB97M-V with the def2-TZVPD basis set.

Computed properties:
- Structure (SMILES): N#C/C(C=O)=C\F
- Electronic energy: -383.4241 a.u.
- ΔE to the lowest compared entry with this formula, charge and spin: 24.5 kJ/mol
- HOMO-LUMO gap: 10.48 eV
- HOMO: -0.4034 Ha
- LUMO level: -0.50 eV

The geometry in XYZ format:
```
9
C4H2FNO, DFT ωB97M-V with the def2-TZVPD basis set
N -1.08 -2.24 -1.03
C -0.67 -1.26 -0.63
C -0.06 -0.11 -0.04
C -0.84 1.06 0.33
O -1.96 1.08 -0.12
C 1.23 -0.04 0.17
F 2.03 -1.08 -0.21
H -0.43 1.81 0.98
H 1.77 0.78 0.55
```

Results of the natural (NBO) charge analysis, in e, for atoms 1 through 8: number 1, N, carries -0.25; number 2, C, carries 0.27; number 3, C, carries -0.32; number 4, C, carries 0.39; number 5, O, carries -0.48; number 6, C, carries 0.37; number 7, F, carries -0.31; number 8, H, carries 0.14

Entry 4:
2 unconnected molecules or ions with the total composition C4H9NO2S in a non-equilibrium geometry. Source: the OMol25 dataset; level of theory: ωB97M-V with the def2-TZVPD basis set.

Computed properties:
- Electronic energy: -761.1374 a.u.
- ΔE to the lowest compared entry with this formula, charge and spin: 330.8 kJ/mol
- HOMO-LUMO gap (spin up / spin down): 8.22 / 8.22 eV
- HOMO (spin up / spin down): -0.2779 / -0.2779 Ha
- LUMO level (spin up / spin down): 0.66 / 0.66 eV

The geometry in XYZ format:
```
17
C4H9NO2S, DFT ωB97M-V with the def2-TZVPD basis set
C -0.09 1.93 -0.15
C -0.76 -1.33 -1.21
C 0.15 -1.05 0.01
C 1.10 -0.04 -0.36
N 0.67 2.93 0.45
O -1.29 1.80 -0.34
O 1.68 -0.03 -1.62
S 2.48 0.11 0.82
H -1.56 -1.99 -0.92
H -1.20 -0.26 -1.62
H -0.28 -1.85 -1.96
H -0.33 -0.65 0.82
H 0.63 -1.91 0.31
H 1.58 2.73 0.62
H 0.23 3.82 0.76
H 1.05 -0.30 -2.31
H 3.36 0.57 -0.13
```

Results of the natural (NBO) charge analysis, in e, for atoms 1 through 8: number 1, C, carries 0.65; number 2, C, carries -0.62; number 3, C, carries -0.53; number 4, C, carries 0.21; number 5, N, carries -0.86; number 6, O, carries -0.63; number 7, O, carries -0.73; number 8, S, carries -0.05

Entry 5:
19 unconnected molecules or ions with the total composition C19H76N38O19 in a non-equilibrium geometry. Source: the OMol25 dataset; level of theory: ωB97M-V with the def2-TZVPD basis set.

Computed properties:
- Electronic energy: -4280.2818 a.u.
- ΔE to the lowest compared entry with this formula, charge and spin: 1425.9 kJ/mol
- HOMO-LUMO gap: 6.62 eV
- HOMO: -0.2859 Ha
- LUMO level: -1.16 eV

The geometry in XYZ format:
```
152
C19H76N38O19, DFT ωB97M-V with the def2-TZVPD basis set
C 0.44 -0.54 0.50
O 1.08 -0.26 1.49
N 0.06 0.39 -0.37
N -0.08 -1.68 0.23
H 0.28 1.36 -0.22
H -0.44 0.18 -1.22
H 0.37 -2.44 0.72
H -0.64 -1.89 -0.59
C -2.86 -2.32 2.29
O -4.11 -2.34 2.58
N -2.25 -3.34 1.88
N -2.15 -1.23 2.05
H -1.32 -3.39 1.49
H -2.71 -4.23 1.77
H -2.75 -0.42 2.08
H -1.27 -1.34 1.57
C 4.65 -0.99 2.92
O 4.25 -1.66 3.85
N 5.79 -1.03 2.33
N 3.99 -0.03 2.41
H 6.09 -0.23 1.79
H 6.51 -1.53 2.83
H 4.41 0.55 1.70
H 3.03 0.08 2.69
C 3.85 -1.72 -1.26
O 3.55 -2.87 -0.96
N 4.89 -1.14 -0.69
N 3.15 -0.96 -2.11
H 4.90 -0.13 -0.66
H 5.41 -1.64 0.02
H 2.25 -1.29 -2.43
H 3.46 -0.02 -2.29
C 0.77 -0.46 5.28
O 0.93 -0.10 6.39
N -0.23 -1.21 4.84
N 1.43 0.00 4.28
H -0.25 -1.41 3.85
H -0.65 -1.87 5.48
H 1.06 -0.02 3.34
H 2.17 0.64 4.51
C 1.66 3.05 -1.10
O 1.31 2.85 0.08
N 1.19 4.10 -1.65
N 2.48 2.39 -1.75
H 0.58 4.61 -1.02
H 1.58 4.53 -2.48
H 2.84 2.68 -2.65
H 2.88 1.62 -1.24
C 3.84 1.60 5.98
O 4.42 0.82 6.66
N 4.05 1.70 4.69
N 3.38 2.72 6.44
H 4.58 0.96 4.25
H 3.62 2.45 4.17
H 3.45 2.70 7.45
H 2.92 3.32 5.77
C 0.02 -1.94 -4.93
O 0.80 -2.08 -3.99
N 0.35 -1.95 -6.17
N -1.29 -1.91 -4.84
H 1.31 -2.00 -6.47
H -0.28 -1.74 -6.93
H -1.82 -1.58 -5.64
H -1.75 -1.97 -3.94
C -4.28 3.80 -3.38
O -3.57 3.02 -2.75
N -4.39 3.76 -4.67
N -4.83 4.79 -2.77
H -5.10 4.29 -5.16
H -3.78 3.18 -5.23
H -4.87 4.87 -1.76
H -5.35 5.43 -3.37
C -1.16 -7.16 0.49
O -1.07 -5.97 0.68
N -1.59 -8.04 1.33
N -0.67 -7.75 -0.48
H -1.69 -7.62 2.24
H -1.40 -9.02 1.15
H -0.11 -7.24 -1.14
H -0.60 -8.76 -0.42
C 1.71 -4.00 2.20
O 1.04 -3.93 3.14
N 1.52 -4.94 1.27
N 2.68 -3.23 1.80
H 2.09 -5.10 0.45
H 0.74 -5.57 1.29
H 3.26 -3.48 1.02
H 3.06 -2.74 2.60
C -3.11 -1.41 -1.94
O -1.94 -1.48 -2.18
N -3.73 -2.37 -1.36
N -3.83 -0.33 -2.16
H -4.56 -1.98 -0.93
H -3.35 -3.30 -1.29
H -4.80 -0.43 -1.88
H -3.45 0.35 -2.80
C -2.40 2.73 0.59
O -3.38 1.99 0.97
N -1.92 2.80 -0.60
N -1.62 3.45 1.36
H -1.31 3.59 -0.72
H -2.60 2.61 -1.33
H -0.99 4.16 1.00
H -1.88 3.56 2.33
C -1.59 6.60 -0.01
O -0.64 5.74 -0.17
N -2.24 6.91 1.09
N -2.10 7.23 -1.01
H -1.77 6.72 1.97
H -3.15 7.35 1.08
H -1.91 6.97 -1.97
H -2.85 7.89 -0.84
C 1.81 3.72 3.67
O 2.26 4.17 4.68
N 0.67 3.19 3.54
N 2.52 3.69 2.63
H 0.09 3.29 4.35
H 0.28 2.86 2.66
H 3.36 4.18 2.37
H 1.97 3.18 1.95
C 0.22 -4.79 -2.39
O 0.58 -5.98 -2.29
N 0.87 -3.81 -2.04
N -1.02 -4.42 -2.81
H 1.76 -3.98 -1.60
H 0.54 -2.87 -2.20
H -1.73 -5.13 -2.91
H -1.36 -3.47 -2.95
C -0.96 -6.48 4.40
O -1.45 -7.57 4.68
N 0.20 -6.01 4.77
N -1.71 -5.78 3.56
H 0.59 -5.16 4.39
H 0.72 -6.62 5.38
H -1.23 -5.12 2.96
H -2.68 -6.04 3.52
C -0.77 1.84 -4.96
O -1.79 1.17 -5.03
N -0.61 2.87 -5.72
N 0.21 1.67 -4.17
H 0.23 3.44 -5.77
H -1.34 3.23 -6.31
H 0.05 0.88 -3.56
H 0.96 2.33 -4.04
C -1.24 5.99 -4.25
O -0.39 6.91 -4.25
N -1.14 4.81 -3.72
N -2.41 6.20 -4.69
H -0.21 4.42 -3.78
H -1.90 4.21 -3.44
H -3.06 5.45 -4.51
H -2.65 7.16 -4.88
```

Results of the Löwdin charge analysis, in e, for atoms 1 through 8: number 1, C, carries -0.75; number 2, O, carries 0.03; number 3, N, carries 0.21; number 4, N, carries 0.18; number 5, H, carries 0.05; number 6, H, carries 0.08; number 7, H, carries 0.11; number 8, H, carries 0.09

Look up the electronic energy of the second one. -1337.2277 a.u.

What did the first record say?
A molecular structure, C8H18N2 in a non-equilibrium geometry. Source: the OMol25 dataset; level of theory: ωB97M-V with the def2-TZVPD basis set.

Computed properties:
- Electronic energy: -424.9506 a.u.
- ΔE to the lowest compared entry with this formula, charge and spin: 473.5 kJ/mol
- HOMO-LUMO gap: 7.98 eV
- HOMO: -0.2554 Ha
- LUMO level: 1.03 eV

The geometry in XYZ format:
```
28
C8H18N2, DFT ωB97M-V with the def2-TZVPD basis set
C -0.55 2.00 -0.28
C 1.79 -2.50 0.37
C -0.56 -0.38 1.86
C 0.57 -0.01 -2.01
C 0.31 2.77 0.69
C -2.03 2.06 -0.01
N 0.37 -2.27 0.16
C -0.15 -0.48 0.44
C 0.09 0.17 -0.63
N -0.14 -2.94 -0.96
H -0.35 2.34 -1.30
H 0.55 -3.33 -1.60
H -0.78 -3.68 -0.68
H 2.11 -2.03 1.31
H 2.40 -2.10 -0.45
H 2.01 -3.58 0.45
H 0.00 0.39 2.40
H -1.63 -0.20 1.95
H -0.36 -1.33 2.36
H -0.22 0.22 -2.73
H 1.43 0.63 -2.21
H 0.88 -1.05 -2.18
H 0.11 2.49 1.73
H -2.59 1.40 -0.68
H -2.28 1.82 1.03
H 0.09 3.85 0.64
H 1.37 2.66 0.48
H -2.43 3.08 -0.19
```

Results of the natural (NBO) charge analysis, in e, for atoms 1 through 8: number 1, C, carries -0.17; number 2, C, carries -0.43; number 3, C, carries -0.69; number 4, C, carries -0.66; number 5, C, carries -0.64; number 6, C, carries -0.64; number 7, N, carries -0.36; number 8, C, carries 0.19

What is the formula in the third record? C4H2FNO